(1)
A cluster of 6 separate species, C23H57BrNO5P in total, computed with wB97M-V/def2-TZVPD.

The geometry in XYZ format:
```
88
C23H57BrNO5P | the Open Molecules 2025 dataset | wB97M-V/def2-TZVPD
H -0.43 -1.52 2.89
N 0.17 -2.27 3.30
C -0.58 -3.35 3.71
C -2.21 -3.31 3.46
C 0.22 -4.65 4.39
P 0.25 -4.37 6.28
Br -0.27 -2.16 6.67
H -2.46 -4.19 2.73
H -2.84 -3.40 4.46
H -2.55 -2.27 2.99
H 1.29 -4.65 3.89
H -0.35 -5.62 4.05
H -0.86 -5.19 6.79
C 1.90 -2.07 0.17
C 2.03 -1.73 -1.30
O 0.82 -1.23 -1.88
C 0.31 -0.02 -1.31
C 1.27 1.15 -1.40
H 1.10 -2.81 0.33
H 2.84 -2.49 0.55
H 1.66 -1.20 0.77
H 2.27 -2.65 -1.85
H 2.85 -1.04 -1.48
H 0.00 -0.20 -0.27
H -0.60 0.22 -1.86
H 2.20 0.96 -0.85
H 0.81 2.05 -0.98
H 1.54 1.34 -2.44
C 3.17 -2.85 8.85
C 2.50 -1.58 9.36
O 3.02 -1.12 10.60
C 4.40 -0.80 10.64
C 4.79 0.30 9.67
H 3.06 -3.65 9.59
H 2.71 -3.17 7.91
H 4.23 -2.71 8.67
H 1.44 -1.78 9.51
H 2.56 -0.78 8.61
H 5.00 -1.70 10.47
H 4.62 -0.47 11.66
H 4.60 0.02 8.63
H 5.86 0.53 9.77
H 4.22 1.21 9.87
C 3.15 6.82 -2.80
C 2.77 5.35 -2.75
O 1.52 5.11 -2.10
C 0.37 5.73 -2.68
C 0.12 5.29 -4.11
H 3.19 7.24 -1.79
H 4.13 6.94 -3.28
H 2.43 7.40 -3.37
H 3.53 4.81 -2.17
H 2.76 4.90 -3.75
H 0.45 6.82 -2.61
H -0.49 5.44 -2.07
H 0.94 5.56 -4.78
H -0.79 5.76 -4.50
H 0.00 4.20 -4.17
C 0.41 -1.55 -5.18
C -0.42 -0.30 -5.44
O -0.66 -0.05 -6.82
C -1.36 -1.07 -7.54
C -2.75 -1.36 -6.98
H 1.37 -1.48 -5.70
H 0.59 -1.67 -4.11
H -0.09 -2.45 -5.54
H 0.12 0.57 -5.05
H -1.37 -0.34 -4.89
H -0.76 -1.98 -7.59
H -1.46 -0.71 -8.57
H -2.71 -1.72 -5.96
H -3.25 -2.11 -7.59
H -3.36 -0.44 -6.98
C -3.45 1.29 -2.66
C -3.83 -0.18 -2.60
O -5.08 -0.41 -1.95
C -6.23 0.21 -2.54
C -6.48 -0.23 -3.97
H -3.41 1.72 -1.65
H -2.47 1.41 -3.13
H -4.17 1.88 -3.23
H -3.08 -0.71 -2.03
H -3.84 -0.62 -3.60
H -6.15 1.30 -2.46
H -7.09 -0.08 -1.92
H -5.66 0.04 -4.63
H -7.39 0.24 -4.35
H -6.61 -1.32 -4.02
```

## Properties
LUMO energy (eV): -0.08
Gap between HOMO and LUMO (Eh): 0.330
Calculated total energy (Ha): -4256.6675

---

(2)
A structure of composition CH6N4, computed with wB97M-V/def2-TZVPD.

The geometry in XYZ format:
```
11
CH6N4 | the Open Molecules 2025 dataset | wB97M-V/def2-TZVPD
C -0.57 0.00 0.33
H 0.99 -0.88 -1.56
H 0.52 0.63 -2.03
H 1.74 0.38 0.53
H -0.16 1.12 2.03
H -1.50 -0.43 2.28
H -0.67 -1.05 -1.24
N 1.07 0.11 -1.40
N 0.76 0.27 -0.08
N -0.82 0.41 1.59
N -1.38 -0.55 -0.47
```

## Properties
LUMO energy (eV): 0.71
Gap between HOMO and LUMO (Eh): 0.354
Calculated total energy (Ha): -260.6105

---

(3)
The molecule C2H6N2O2, computed with wB97M-V/def2-TZVPD.

The geometry in XYZ format:
```
12
C2H6N2O2 | the Open Molecules 2025 dataset | wB97M-V/def2-TZVPD
C -1.92 0.54 0.43
N -1.71 -0.56 -0.13
O -0.46 -1.05 -0.32
C 0.68 -0.40 0.20
N 0.91 0.83 -0.50
O 1.72 -1.33 0.11
H -2.96 0.81 0.52
H -1.18 1.24 0.80
H 0.56 -0.17 1.27
H 1.01 0.66 -1.50
H 1.75 1.28 -0.17
H 1.60 -1.84 -0.70
```

## Properties
LUMO energy (eV): 0.87
Gap between HOMO and LUMO (Eh): 0.403
Calculated total energy (Ha): -339.7194

---

- gap between HOMO and LUMO of number 1 (C23H57BrNO5P)?
  0.330 Eh